151
Properties=species:S:1:pos:R:3:forces:R:3:mulliken_charge:R:1 method="wB97M-V/def2-TZVPD" spin_multiplicity=1 homo_lumo_gap_ev=7.0 homo_ha=-0.288 lumo_energy_ev=-0.806 largest_force_ev_per_a=6.53
I -0.535 0.298 -5.420 -0.5711 0.0118 0.2416 0.167
I -5.695 0.119 -2.175 0.5427 -0.1726 -0.3466 0.199
S -3.977 1.344 -4.588 -4.1367 4.6224 -2.0534 1.529
O -3.310 -1.279 -6.559 0.8677 0.1915 1.8361 -0.013
O -3.802 1.557 -6.024 1.4601 -1.7326 2.2555 -0.556
O 11.487 6.930 5.743 -0.2469 0.2721 -0.1141 -0.446
O -4.971 2.344 -4.124 2.4844 -2.1839 0.3569 -0.684
O -4.125 -1.905 -7.472 -0.7511 -1.0960 -1.8204 -0.469
O 7.815 -0.491 -4.167 -0.2010 -0.2972 -0.1709 -0.434
O -14.251 -5.254 -1.450 -0.2535 0.3947 -0.0888 -0.330
O -7.756 -2.532 -3.443 0.3752 0.3627 1.1717 -0.313
O 7.114 6.841 6.908 0.0159 0.0485 0.4897 -0.166
O -0.786 0.757 -2.544 -0.4964 2.8746 -0.9659 -0.115
O -2.637 1.561 -3.641 -0.5931 -2.0086 -0.8118 -0.508
O 3.450 -1.283 -3.245 -0.2659 0.3387 -0.0702 -0.330
O -9.917 -4.378 -2.438 -0.2383 -0.3419 -0.0304 -0.384
N 4.984 0.070 -5.450 0.0740 -0.2367 -0.0538 -0.311
N 3.808 3.036 5.957 2.2937 2.8238 -0.6747 0.318
N -12.778 -3.861 -3.671 0.0712 -0.2181 -0.0605 -0.324
N 0.264 3.033 -2.896 -1.0929 -1.1431 0.4045 -0.488
N 9.567 8.305 7.840 0.0120 0.1127 -0.2107 -0.333
C -10.731 -4.864 -1.383 0.2570 0.2358 0.0585 -0.619
C -5.501 -3.459 -3.638 -0.2586 -1.3515 0.7949 -0.504
C -14.647 -5.236 -2.822 0.2908 -0.4985 -0.1956 -0.808
C 2.703 2.141 6.402 -0.3756 -0.7934 -0.7780 -0.452
C -1.151 -2.431 -1.354 1.9545 0.6210 -0.6275 -0.622
C 1.837 -0.716 5.255 -0.4030 0.1663 -0.0559 -0.549
C -0.333 2.051 -2.721 0.6810 -1.7373 0.1202 0.463
C -6.768 -3.265 -2.656 -0.3946 -0.2577 -1.3793 -0.644
C -11.458 -3.816 -4.305 -0.0553 0.1080 0.3044 -0.824
C 3.106 -2.199 3.414 -0.1779 -0.2507 1.2871 -0.936
C 3.169 -0.068 -2.567 0.0896 -0.2599 0.1359 -0.507
C 5.981 3.926 5.238 -5.2791 -0.2542 1.1939 -0.809
C -2.399 -0.948 -3.130 0.1752 -0.1414 -0.1040 0.515
C -3.194 -2.148 -5.404 0.4304 -0.9219 -0.7259 -0.937
C 0.403 -2.801 -1.095 -1.0010 -0.2976 0.0604 0.034
C 3.638 4.419 5.623 2.0352 0.8973 -0.7447 -0.563
C 6.976 -0.955 -3.122 0.2589 0.2504 0.0988 -0.472
C 8.459 8.865 7.067 -0.0348 -0.4144 0.3114 -0.161
C 4.310 -1.225 -5.526 -0.0965 0.3778 0.3629 -0.249
C 7.139 8.177 7.408 0.0814 0.2361 -0.5385 -0.945
C 3.198 0.769 7.030 -0.1213 -0.3117 0.7701 -0.518
C 6.315 0.087 -6.063 -0.0712 0.1019 0.2893 -0.684
C -10.361 -4.731 -3.742 0.2651 0.2918 -0.3177 -0.431
C -1.765 0.420 -3.592 0.7058 -0.1986 0.6080 -1.087
C 4.913 5.051 5.166 -0.8014 -3.6354 1.0755 -0.306
C 10.892 8.716 7.367 -0.1058 -0.3000 0.0535 -0.671
C -13.431 -5.167 -3.743 -0.1160 0.3893 0.3541 -0.156
C -4.159 -2.769 -3.132 -0.1017 -0.3629 -0.1624 -1.048
C 2.222 -0.467 6.776 -0.0967 0.2129 0.0811 -1.023
C 7.386 -0.844 -5.476 0.2235 0.2942 -0.2319 -0.488
C 1.736 -2.553 2.686 0.6506 -0.2575 -0.9522 -0.418
C 1.680 -2.119 1.138 -1.0413 -0.6771 0.8458 -0.295
C -1.216 -1.995 -2.915 -0.3435 -1.0610 1.4331 -0.417
C -3.642 -1.506 -4.018 0.9647 -0.6410 1.1587 1.526
C -6.776 -0.683 -5.923 1.6793 0.7958 0.0091 0.322
C -5.886 -0.534 -5.090 0.3922 0.0305 -0.5513 -1.011
C 3.081 -0.844 4.262 -0.0784 0.0396 -0.4860 -0.265
C 0.717 -3.193 0.416 1.7163 -0.1579 -0.7063 -0.988
C -14.541 -4.050 -0.759 0.1039 -0.2806 0.1322 -0.701
C 10.298 6.194 5.506 0.2952 -0.2047 0.0704 -0.534
C 3.078 -1.266 -4.624 0.3158 -0.4597 -0.1783 -0.563
C 5.177 2.768 5.734 1.9914 1.0788 -0.7789 -0.083
C -4.695 -0.315 -4.111 -1.6734 -1.2328 -1.0463 -0.444
C 11.295 8.326 5.938 0.3770 0.1041 0.1930 -0.486
C 7.204 5.852 7.922 -0.0365 -0.1129 -0.2853 -0.743
H -0.182 -1.618 -3.160 -1.3626 -0.0596 -0.0005 -0.322
H 2.143 0.265 -2.754 0.0425 0.0780 -0.0519 0.061
H 6.508 -1.914 -3.357 -0.0718 0.0679 -0.0587 0.257
H -11.186 -5.829 -1.616 -0.0813 0.0697 -0.0410 0.328
H 8.623 8.745 5.991 -0.1696 0.1214 -0.1096 0.148
H -15.160 -6.185 -3.007 -0.0019 0.0391 -0.0193 0.393
H -0.191 -3.453 1.041 0.8742 0.6269 -0.7753 0.333
H 8.217 5.794 8.325 0.0182 0.0129 0.2322 0.341
H -14.405 -4.235 0.308 0.0094 -0.0701 -0.1070 0.233
H -3.782 -3.090 -5.680 0.4462 1.4672 0.7742 0.458
H 1.240 -1.075 1.070 0.5436 -1.1362 -0.0804 0.214
H 3.247 0.932 8.162 0.0838 -0.2988 -1.5092 0.340
H 7.589 -1.082 -2.227 0.0604 0.0009 -0.0970 0.331
H 4.054 -0.742 4.837 -1.1044 -0.2021 -0.6808 0.299
H 1.064 -1.925 -1.417 -0.9606 -1.1154 0.4690 -0.212
H -1.351 -1.530 -0.690 -0.1991 -1.1786 -0.7490 0.316
H 9.887 5.830 6.450 -0.2578 0.0104 -0.0685 0.160
H 1.148 -1.629 5.222 1.1249 1.0991 0.0029 0.419
H 0.812 -2.116 3.172 1.2111 -0.4804 -0.2616 0.239
H 8.376 9.934 7.285 0.0240 -0.0118 -0.0066 0.405
H -3.361 -3.590 -3.155 -0.8254 1.4092 -0.1931 0.276
H 3.872 0.717 -2.854 -0.1187 0.1993 -0.0258 0.376
H 5.081 6.116 4.820 -0.4400 -1.6365 0.6574 0.321
H 2.017 2.643 7.157 1.1164 -0.2796 -0.9625 0.292
H -7.354 -0.664 -6.890 0.7315 -0.2499 1.9780 0.402
H -1.825 -3.317 -1.131 0.7488 1.2296 -0.1339 0.212
H -4.241 -2.494 -2.025 0.0072 -0.1511 -1.5948 0.572
H -8.105 -1.780 -2.927 0.2806 -0.6570 -0.3215 0.175
H 4.973 -2.039 -5.212 -0.1085 -0.2094 -0.0543 0.176
H 3.297 -3.041 4.169 -0.2065 1.1058 -0.9503 0.298
H -1.350 -2.976 -3.479 0.0592 1.4971 0.4012 0.741
H -2.838 -0.771 -2.087 0.5598 0.1592 -1.4945 0.619
H 6.218 -0.205 -2.888 -0.1897 -0.1631 0.0729 0.133
H 12.270 8.785 5.745 -0.0203 -0.0653 0.0231 0.347
H 5.631 1.757 5.912 -0.8501 1.2096 -0.1548 0.270
H 4.235 0.448 6.721 -1.1674 0.7022 0.1018 0.233
H 2.383 -0.451 -4.852 0.1999 0.0746 0.1186 0.101
H -13.749 -5.351 -4.774 0.0209 0.0076 0.0111 0.378
H 2.551 -2.207 -4.811 -0.0179 0.0256 -0.0287 0.378
H -12.668 -3.599 -2.699 -0.0627 -0.0331 -0.0891 0.088
H 2.619 4.904 5.718 1.5167 -0.7844 -0.1350 0.327
H 10.619 8.735 5.179 -0.1550 -0.1142 0.0411 0.348
H -10.627 -5.792 -3.789 -0.1544 -0.0018 0.1602 0.370
H -9.486 -4.614 -4.389 -0.0185 0.0841 0.0830 0.326
H -15.575 -3.735 -0.925 0.0516 0.0574 -0.0332 0.336
H -15.360 -4.432 -3.035 0.1595 0.0942 0.0962 0.402
H 7.102 -1.900 -5.521 -0.1393 0.0025 0.1379 0.339
H 4.005 -1.409 -6.561 0.0184 0.0047 0.0063 0.408
H 3.045 0.036 3.539 0.1237 -1.0447 0.8921 0.230
H -3.510 -2.387 -8.077 -0.3740 0.5759 0.5725 0.325
H 10.556 5.317 4.909 0.0810 0.0849 -0.0116 0.347
H -12.748 -5.970 -3.446 -0.1087 -0.2055 -0.0486 0.158
H 1.284 -0.297 7.396 0.9337 -0.2527 -0.8777 0.357
H 2.700 -1.415 7.205 -0.4923 1.3304 -0.6131 0.296
H 6.211 -0.120 -7.133 -0.0019 -0.0972 0.0159 0.401
H 6.926 8.220 8.481 0.1515 -0.1341 -0.0181 0.402
H -7.275 -4.265 -2.425 0.9694 1.2545 -0.1476 0.222
H -2.103 -2.504 -5.406 -1.3907 0.6994 0.5540 0.193
H -6.497 -2.735 -1.694 -0.2475 -0.6027 -1.1194 0.356
H 3.283 -0.246 -1.496 0.0144 -0.0708 -0.0920 0.204
H -11.576 -4.018 -5.374 0.0003 -0.0974 0.0175 0.378
H 2.071 1.963 5.464 0.7972 0.0524 1.3390 0.295
H 0.634 -3.661 -1.804 -0.0691 0.9481 0.9169 0.378
H -13.856 -3.252 -1.053 -0.1001 0.1960 -0.0270 0.291
H -5.771 -3.232 -4.725 0.2046 0.0695 1.6811 0.326
H -10.102 -4.985 -0.498 0.0587 -0.0044 -0.0867 0.320
H 1.347 -4.150 0.374 -0.9318 1.1663 0.2211 0.324
H 7.072 3.984 4.989 -1.4683 -0.2507 0.3628 0.445
H 6.334 8.713 6.894 0.0162 0.0192 0.0369 0.385
H 2.717 -2.110 0.679 -1.2879 -0.1269 0.4163 0.247
H 8.274 -0.747 -6.109 -0.0236 0.0327 0.0601 0.355
H 1.632 -3.692 2.731 0.0427 1.5102 -0.1270 0.305
H 4.012 -2.223 2.716 -1.4039 0.1496 0.7137 0.355
H 1.190 0.141 4.857 0.7659 -1.1287 0.7473 0.301
H -5.327 -4.593 -3.632 0.0139 1.5295 -0.0405 0.321
H 11.617 8.268 8.051 0.0584 0.0491 -0.0837 0.366
H 5.084 0.336 -4.478 -0.0692 -0.0167 -0.0918 0.050
H 6.963 4.888 7.473 -0.0425 0.1515 -0.0380 0.140
H 9.521 7.294 7.801 -0.0575 0.1009 0.0268 0.063
H 6.491 6.044 8.729 0.0692 0.0224 0.0252 0.348
H -11.107 -2.784 -4.219 0.1025 -0.0694 -0.0483 0.416
H 10.983 9.801 7.480 -0.0457 0.0165 -0.0891 0.391
H -11.499 -4.129 -1.132 -0.1908 -0.1715 0.0758 0.161
H 9.550 6.774 4.960 -0.0215 0.0388 0.1082 0.275
H 6.682 1.113 -5.977 0.0771 -0.0643 -0.0421 0.373